a | 2 unconnected molecules or ions with the total composition C4H5N3O4, computed with ωB97M-V/def2-TZVPD.

Structure (ORCA input):
```
! RIJCOSX wB97M-V def2-TZVPD def2/J DEFGRID3
* xyz 0 1
C 0.28377 -1.43869 1.24765
C 0.39978 0.04169 1.34037
C -0.58403 0.89378 1.21827
N -1.92965 0.49787 1.11155
O -2.35952 0.18480 0.05971
O -2.55906 0.52714 2.16738
N -0.39700 2.37091 1.25891
O 0.67852 2.76258 1.23892
O -1.41096 3.01393 1.32246
H -0.05824 -1.84168 2.21320
H 1.26967 -1.96582 1.24728
H -0.61208 -1.55829 0.58618
H 1.42483 0.46471 1.38543
C -1.14966 2.91328 -1.93471
N -0.66025 2.21203 -1.13005
H -1.53670 3.49978 -2.67218
*
```

Summary:
* SMILES: CC=C([N+](=O)[O-])[N+](=O)[O-].C#N
* orbital gap: 10.31 eV


b | C4H5N3O4 in the gas phase, computed with ωB97M-V/def2-TZVPD.

Structure (ORCA input):
```
! RIJCOSX wB97M-V def2-TZVPD def2/J DEFGRID3
* xyz 0 1
O 2.75459 -0.62419 -0.34182
C 1.56998 -0.47425 -0.15994
N 0.92714 0.04487 0.86996
C -0.38497 0.74268 1.08951
N -1.17575 0.77910 -0.10305
C -0.89432 0.08147 -1.11381
C 0.22703 -0.94804 -1.33066
O 0.56981 -1.11467 -2.61811
N -0.26704 -2.11527 -0.54199
O 0.12449 -3.25138 -0.76028
O -0.86846 -1.80840 0.50321
H 1.52357 0.35851 1.62746
H -0.19293 1.84914 1.32958
H -0.94991 0.28538 1.80979
H -1.40599 0.44828 -1.98632
H 1.27598 -1.75227 -2.66558
*
```

Summary:
* SMILES: O=C1NCN=C[C@]1(O)[N+](=O)[O-]
* orbital gap: 9.63 eV


Winner for stability: b


a | 2 unconnected molecules or ions with the total composition C5H14, computed with ωB97M-V/def2-TZVPD.

Structure (ORCA input):
```
! RIJCOSX wB97M-V def2-TZVPD def2/J DEFGRID3
* xyz 1 2
C 1.51153 2.51828 0.81626
C 0.19659 1.76288 0.92627
H 1.50936 3.48593 0.32733
H 1.75019 2.69459 1.87078
H 2.26563 1.88137 0.34918
H -0.56350 2.36802 1.41449
H 0.39790 0.76248 1.31344
H -0.17552 1.44260 -0.06575
C -1.13027 -1.51138 -1.00154
C -1.13400 -1.46398 0.49682
C 0.33414 -1.64272 -1.46955
H -1.61288 -2.41838 -1.44476
H -1.72982 -0.65756 -1.33800
H -2.15345 -1.83673 0.83777
H 1.11225 -1.64469 -0.70680
H -1.08294 -0.45772 0.89697
H -0.51861 -2.22055 0.98473
H 0.66732 -2.39913 -2.18124
H 0.35610 -0.66330 -2.02640
*
```

Summary:
* expectation value of S²: 0.75
* orbital gap (spin up / spin down): 11.64 / 4.31 eV


b | 2 unconnected molecules or ions with the total composition C5H14, computed with ωB97M-V/def2-TZVPD.

Structure (ORCA input):
```
! RIJCOSX wB97M-V def2-TZVPD def2/J DEFGRID3
* xyz 1 2
C -0.84833 -0.04757 1.02303
C -2.34811 0.06564 1.14332
C -0.21145 -1.15988 1.77927
H -0.56643 0.07233 -0.11646
H -0.27059 0.85004 1.33851
H -2.76594 0.64477 0.32797
H -0.07819 -0.92418 2.84356
H -0.77724 -2.08838 1.71259
H -2.52471 0.55913 2.11368
H -2.79169 -0.92821 1.12532
H 0.80440 -1.37169 1.39492
C 1.25434 0.65255 -1.15144
C 1.86741 0.43196 -2.53542
H 0.49802 -0.19737 -1.01632
H 1.98179 0.56506 -0.34685
H 0.69939 1.57769 -1.05812
H 1.33386 -0.29447 -3.15167
H 2.91376 0.16703 -2.43048
H 1.82972 1.42555 -2.99543
*
```

Summary:
* expectation value of S²: 0.75
* orbital gap (spin up / spin down): 13.23 / 6.23 eV


Winner for stability: b


a | 6 unconnected molecules or ions with the total composition C12H24O24S6, computed with ωB97M-V/def2-TZVPD.

Structure (ORCA input):
```
! RIJCOSX wB97M-V def2-TZVPD def2/J DEFGRID3
* xyz 0 1
O -0.71909 1.67661 2.49097
S -1.10455 3.03993 2.20976
O -2.22600 3.33605 1.37980
O -1.11016 3.89926 3.61241
C 0.21174 4.41014 3.84474
C 1.09480 4.00948 2.68544
O 0.13109 3.87394 1.62430
H 0.22163 5.49761 3.92496
H 0.54374 4.04695 4.81761
H 1.77193 3.15639 2.73242
H 1.71112 4.82635 2.30928
O 5.83995 -2.87428 3.61869
S 6.45794 -3.07208 2.33479
O 7.71507 -3.76148 2.27637
O 5.35953 -3.71523 1.37385
C 4.79658 -2.71105 0.51599
C 5.87573 -1.68364 0.31583
O 6.54943 -1.62332 1.57461
H 4.32008 -3.20235 -0.32184
H 4.10932 -2.12488 1.13793
H 5.41058 -0.73223 0.07233
H 6.61461 -1.97651 -0.43508
O 2.01472 0.39947 -2.48985
S 1.72180 -0.07142 -1.17286
O 2.78142 -0.05329 -0.19550
O 0.39202 0.68125 -0.57511
C -0.62397 -0.26901 -0.26648
C -0.34065 -1.47297 -1.16814
O 1.06386 -1.55026 -1.22765
H -0.62881 -0.52802 0.78947
H -1.60409 0.06930 -0.60481
H -0.75610 -1.34239 -2.16578
H -0.77762 -2.31833 -0.63655
O -6.50952 -4.35465 2.65761
S -5.21116 -4.79276 2.27102
O -4.68143 -5.98382 2.83159
O -5.10512 -4.87398 0.62681
C -4.16470 -3.91736 0.14909
C -4.09271 -2.84739 1.21764
O -4.17555 -3.52422 2.44791
H -3.19807 -4.42984 0.09230
H -4.39827 -3.56025 -0.85124
H -4.95002 -2.16966 1.16288
H -3.19806 -2.27205 0.97501
O 4.82371 5.58709 0.77517
S 4.66125 4.15601 0.68314
O 5.16103 3.34296 1.74551
O 3.18180 3.67801 0.35297
C 2.86726 3.59709 -1.02912
C 4.21731 3.21826 -1.66997
O 5.23623 3.56857 -0.71358
H 2.03207 2.91421 -1.13746
H 2.53653 4.60711 -1.29337
H 4.51206 3.70077 -2.59566
H 4.20834 2.13278 -1.78347
O -2.91593 -0.61298 -2.90465
S -3.98653 -0.50072 -3.85904
O -3.66765 -0.12142 -5.19546
O -5.02068 -1.72864 -3.86310
C -6.35608 -1.28303 -3.61954
C -6.35859 0.24348 -3.78168
O -5.07071 0.56678 -3.27115
H -6.99246 -1.78431 -4.35188
H -6.63656 -1.61686 -2.61944
H -7.06865 0.60064 -3.03780
H -6.49676 0.62018 -4.79295
*
```

Summary:
* SMILES: O=S1(=O)OCCO1.O=S1(=O)OCCO1.O=S1(=O)OCCO1.O=S1(=O)OCCO1.O=S1(=O)OCCO1.O=S1(=O)OCCO1
* orbital gap: 10.78 eV


b | A molecular structure, C12H24O24S6, computed with ωB97M-V/def2-TZVPD.

Structure (ORCA input):
```
! RIJCOSX wB97M-V def2-TZVPD def2/J DEFGRID3
* xyz 0 1
C 0.50559 -3.06830 -4.81247
C 0.39031 -2.68445 -3.29947
O -0.98287 -2.92765 -2.90484
S -1.86773 -2.56649 -4.17873
O -1.93830 -1.19178 -4.26685
O -3.12205 -3.28598 -4.22215
O -0.82442 -3.23455 -5.18178
H 1.01056 -3.98828 -5.02913
H 0.93705 -2.27802 -5.36211
H 0.63284 -1.63060 -3.04557
H 1.00507 -3.17824 -2.59124
C 1.35286 -2.90071 4.43939
C 2.00014 -2.91221 5.82217
O 2.21167 -1.59168 6.21761
S 1.02464 -0.71776 5.63748
O 1.63745 0.51682 5.18701
O -0.09774 -0.67135 6.49955
O 0.69629 -1.63703 4.38827
H 0.65593 -3.72962 4.12889
H 2.19187 -2.91118 3.69594
H 2.98305 -3.31661 5.87387
H 1.40482 -3.40553 6.54108
C -1.52256 5.58560 -0.32195
C -1.63859 4.43534 0.62304
O -0.62780 3.47704 0.12782
S 0.14270 4.03720 -1.14958
O 0.23660 2.96574 -2.11185
O 1.31086 4.76159 -0.86929
O -0.94742 5.08547 -1.51183
H -0.85776 6.38349 0.08955
H -2.47066 6.00129 -0.68412
H -2.60029 4.00345 0.43674
H -1.51926 4.64059 1.69489
C -2.30637 1.78805 -3.39210
C -3.49402 1.82699 -4.36073
O -4.34129 2.79853 -3.66460
S -4.21045 2.70350 -2.09801
O -5.23149 2.00052 -1.39864
O -3.87410 3.99850 -1.58897
O -2.92422 1.70282 -2.07652
H -1.83434 2.80389 -3.47067
H -1.60119 1.00242 -3.51422
H -3.91988 0.83285 -4.53349
H -3.25244 2.28173 -5.31597
C 3.43822 -0.73372 1.51360
C 4.67152 -0.19669 2.08914
O 5.16728 -1.27707 2.95876
S 4.91851 -2.67052 2.24294
O 4.56532 -3.58085 3.24878
O 5.94015 -2.95731 1.27432
O 3.57965 -2.16483 1.50536
H 3.28007 -0.38945 0.49220
H 2.55744 -0.43482 2.08136
H 4.56527 0.62524 2.84148
H 5.42319 0.06871 1.27469
C -1.67192 -1.46512 1.10063
C -2.16395 -0.39710 0.10825
O -1.10482 -0.19278 -0.79827
S 0.32978 -0.42350 -0.02607
O 0.66268 0.67929 0.76322
O 1.19606 -0.84615 -1.07431
O -0.22359 -1.63568 0.83902
H -2.10302 -2.39770 0.84593
H -1.93118 -1.20110 2.12836
H -2.41722 0.54488 0.62530
H -3.00254 -0.75910 -0.48111
*
```

Summary:
* orbital gap: 11.38 eV


Winner for stability: b


a | 2 unconnected molecules or ions with the total composition C5H17N2O, computed with ωB97M-V/def2-TZVPD.

Structure (ORCA input):
```
! RIJCOSX wB97M-V def2-TZVPD def2/J DEFGRID3
* xyz 0 2
C -0.90885 -0.33702 -1.37203
N -2.20091 -0.16966 -0.68286
C -2.45039 -1.24102 0.28704
C 0.23313 0.07080 -0.45079
N 1.55252 0.03609 -1.21693
C 0.81578 1.81987 1.39193
C 0.07788 1.48422 0.10125
H -0.81666 -1.34807 -1.76741
H -0.90193 0.34252 -2.21851
H -2.92811 -0.18777 -1.38574
H -2.55122 -2.24127 -0.15361
H -3.32194 -0.93833 0.85857
H -1.62213 -1.25841 0.99152
H 0.37725 -0.67861 0.31911
H 1.80702 -0.92454 -1.51365
H 2.30252 0.39619 -0.57752
H 1.53319 0.61377 -2.08687
H 1.81048 1.36331 1.35002
H 0.29354 1.50018 2.31124
H 0.76742 2.88751 1.63631
H -1.00144 1.63239 0.20649
H 0.39102 2.19646 -0.65572
H 1.51070 -1.96753 1.63396
H 2.87295 -1.24547 1.79350
O 2.35816 -1.80562 1.20069
*
```

Summary:
* expectation value of S²: 0.75
* orbital gap (spin up / spin down): 3.79 / 10.02 eV


b | 2 unconnected molecules or ions with the total composition C5H17N2O, computed with ωB97M-V/def2-TZVPD.

Structure (ORCA input):
```
! RIJCOSX wB97M-V def2-TZVPD def2/J DEFGRID3
* xyz 0 2
C 1.48760 -0.36755 1.00031
C 0.08731 0.21969 1.14262
C -0.66512 0.89685 0.02054
C -1.18590 0.03383 -1.10664
N -1.62053 -1.30940 -0.64226
C -2.94372 -1.22664 0.04198
N 2.61073 0.64116 1.18557
H 1.72281 -0.75081 0.00035
H 1.69525 -1.15400 1.75406
H -0.49886 -0.69970 1.36508
H -0.01833 0.64054 2.12329
H -0.23375 1.73514 -0.52886
H -1.59347 1.26974 0.48695
H -0.39441 -0.21523 -1.85420
H -1.90160 0.52401 -1.78979
H -1.63639 -1.98594 -1.38530
H -3.00830 -2.05233 0.75493
H -3.75554 -1.22104 -0.73323
H -2.97718 -0.30439 0.61351
H 2.31783 1.37590 1.85523
H 2.57657 1.21303 0.30263
H 3.55042 0.21439 1.29001
H 1.76598 1.42304 -2.26970
H 2.53320 0.22545 -2.10449
O 2.08539 0.87424 -1.52259
*
```

Summary:
* expectation value of S²: 0.75
* orbital gap (spin up / spin down): 3.67 / 9.59 eV


Winner for stability: a